Record 1
Density functional theory data (ωB97M-V with the def2-TZVPD basis set) for an isolated molecule of C17H19NO4S in a non-equilibrium geometry.

Properties
- Highest occupied orbital energy: -8.397 eV
- Energy above the lowest of the compared OMol25 structures with the same formula, charge and spin: 89.2 kJ/mol
- SMILES string: Cc1ccc(N(CCC(=O)O)S(=O)(=O)c2ccc(C)cc2)cc1
- F_max: 1.28 eV Å⁻¹
- DFT total energy: -38452.88997 eV
- Net charge: 0
- Frontier orbital gap: 8.971 eV

The geometry in XYZ format:
```
42
Properties=species:S:1:pos:R:3:forces:R:3:mulliken_charge:R:1
C -4.6609 -3.0225 -1.4412 -0.01 -0.01 0.09 -1.478
C -3.6253 -2.1320 -0.8251 -0.02 0.07 -0.02 0.844
C -2.4060 -2.6420 -0.3973 -0.03 0.16 -0.01 -1.215
C -1.4473 -1.8340 0.1824 -0.11 -0.10 -0.07 -0.397
C -1.6837 -0.4722 0.3712 -0.43 -0.68 -0.26 1.539
N -0.7115 0.3487 0.9543 1.05 -0.25 0.69 -0.120
C -0.7548 1.7797 0.7842 0.07 0.64 -0.19 -1.483
C -0.4848 2.1999 -0.6714 -0.12 0.06 0.23 0.328
C -0.6456 3.6887 -0.8420 0.41 -0.06 -0.26 0.072
O 0.1911 4.4368 -1.2656 0.14 0.10 -0.04 -0.564
O -1.8628 4.1061 -0.4690 -0.70 0.00 0.27 -0.407
S 0.6462 -0.2506 1.7446 0.02 0.01 -0.01 1.313
O 1.1634 0.8168 2.5507 0.06 0.09 -0.22 -0.702
O 0.3257 -1.4775 2.4084 -0.14 -0.01 -0.26 -0.649
C 1.8612 -0.5769 0.4606 -0.47 0.19 0.40 0.372
C 3.1789 -0.6476 0.8710 0.09 -0.02 0.14 -0.781
C 4.1738 -0.8935 -0.0585 -0.15 -0.01 0.01 -0.851
C 3.8602 -1.0672 -1.4023 -0.07 0.04 0.04 0.914
C 4.9284 -1.3509 -2.4117 -0.01 -0.05 -0.01 -1.467
C 2.5273 -0.9899 -1.7935 0.02 0.00 0.12 -0.994
C 1.5261 -0.7464 -0.8687 -0.12 -0.02 -0.12 0.172
C -2.9089 0.0435 -0.0537 0.24 0.16 0.19 -0.544
C -3.8556 -0.7770 -0.6396 0.05 -0.19 -0.03 -1.050
H -4.1956 -3.7807 -2.0674 -0.03 -0.06 -0.07 0.368
H -5.2251 -3.5339 -0.6608 -0.09 -0.07 -0.02 0.289
H -5.3606 -2.4475 -2.0428 -0.06 -0.02 -0.06 0.367
H -2.1955 -3.6940 -0.5248 0.04 -0.12 -0.01 0.367
H -0.5207 -2.2689 0.5147 0.00 -0.12 -0.06 0.386
H 0.0187 2.1824 1.4386 -0.26 0.18 -0.11 0.542
H -1.7196 2.1760 1.1118 0.13 -0.10 0.05 0.413
H 0.5254 1.9207 -0.9714 -0.09 0.09 -0.01 0.254
H -1.2072 1.7023 -1.3234 0.04 0.01 -0.06 0.396
H -1.9391 5.0671 -0.5795 0.27 -0.14 -0.08 0.344
H 3.4041 -0.4988 1.9148 0.16 0.03 0.12 0.461
H 5.2037 -0.9481 0.2615 0.10 0.01 0.04 0.363
H 4.9487 -2.4169 -2.6385 0.06 -0.05 -0.05 0.295
H 5.9067 -1.0651 -2.0351 0.09 0.01 -0.03 0.376
H 4.7349 -0.8168 -3.3391 0.04 0.02 -0.08 0.367
H 2.2699 -1.1207 -2.8344 -0.04 0.00 -0.11 0.398
H 0.4963 -0.6938 -1.1848 -0.09 0.03 -0.07 0.422
H -3.1450 1.0873 0.0740 0.02 0.14 0.01 0.381
H -4.7947 -0.3461 -0.9566 -0.08 0.05 -0.04 0.359
```
Positions in Å, forces in eV/Å.


Record 2
Density functional theory data (ωB97M-V with the def2-TZVPD basis set) for an isolated molecule of C17H19NO5.

Properties
- Highest occupied orbital energy: -8.178 eV
- Energy above the lowest of the compared OMol25 structures with the same formula, charge and spin: 324.0 kJ/mol
- SMILES string: COc1ccc(OCC(=O)Nc2cc(OC)cc(OC)c2)cc1
- F_max: 0.53 eV Å⁻¹
- DFT total energy: -29664.07025 eV
- Net charge: 0
- Frontier orbital gap: 8.936 eV

The geometry in XYZ format:
```
42
Properties=species:S:1:pos:R:3:forces:R:3:mulliken_charge:R:1
C -5.9446 -2.3460 -1.3394 -0.13 -0.13 0.06 -0.844
O -5.0000 -1.4015 -1.7790 0.21 0.20 -0.07 -0.430
C -4.2705 -0.7286 -0.8435 0.15 0.14 -0.03 0.732
C -4.3690 -0.9123 0.5318 -0.14 -0.14 -0.20 -0.114
C -3.5830 -0.1632 1.3870 0.30 0.29 0.01 -1.020
C -2.6868 0.7771 0.8935 -0.26 -0.22 0.00 0.351
O -1.9528 1.4637 1.8353 -0.02 -0.14 0.13 -0.568
C -1.2050 2.5750 1.4046 0.07 0.31 -0.08 -0.678
C 0.0805 2.2181 0.6414 -0.41 0.00 0.23 0.586
O 0.5945 3.0045 -0.1245 0.05 0.17 -0.08 -0.678
N 0.5351 0.9865 0.9624 -0.13 -0.39 0.34 -0.005
C 1.6717 0.3090 0.5084 0.38 -0.30 -0.11 0.197
C 2.5621 0.8931 -0.3877 0.21 0.35 -0.32 -0.413
C 3.6772 0.1747 -0.7927 -0.19 -0.19 0.22 0.228
O 4.6142 0.6404 -1.6603 -0.06 -0.30 0.19 -0.459
C 4.4499 1.9351 -2.1919 -0.03 0.22 -0.09 -0.815
C 3.9062 -1.1152 -0.3092 0.20 -0.16 -0.06 -0.530
C 3.0134 -1.6884 0.5812 -0.08 0.25 -0.06 0.639
O 3.1409 -2.9347 1.1132 -0.24 0.29 0.02 -0.418
C 4.2579 -3.7077 0.7449 0.19 -0.13 -0.07 -0.836
C 1.8896 -0.9714 0.9907 -0.01 -0.03 0.02 -0.966
C -2.5749 0.9538 -0.4808 0.10 0.11 0.20 -0.080
C -3.3629 0.2079 -1.3342 -0.25 -0.24 0.00 -0.867
H -6.7130 -1.8844 -0.7105 0.03 -0.02 -0.01 0.336
H -6.4089 -2.7400 -2.2420 0.00 -0.01 0.10 0.239
H -5.4698 -3.1660 -0.7906 -0.02 0.03 0.00 0.335
H -5.0543 -1.6305 0.9526 -0.08 -0.07 0.01 0.386
H -3.6573 -0.2963 2.4549 -0.02 -0.01 0.13 0.405
H -0.9122 3.1017 2.3194 -0.02 -0.03 -0.16 0.343
H -1.8029 3.2587 0.7910 0.13 -0.12 0.00 0.452
H -0.0372 0.4683 1.6195 0.02 0.19 -0.16 0.160
H 2.3645 1.8877 -0.7435 0.02 0.05 -0.03 0.784
H 5.3024 2.0919 -2.8510 -0.08 0.03 0.04 0.241
H 3.5239 2.0170 -2.7685 0.02 0.00 0.03 0.328
H 4.4536 2.6951 -1.4050 -0.02 -0.03 -0.03 0.329
H 4.7883 -1.6265 -0.6551 0.10 -0.11 -0.02 0.493
H 5.1949 -3.2229 1.0364 -0.03 -0.01 -0.02 0.337
H 4.1556 -4.6483 1.2840 0.05 0.05 -0.06 0.239
H 4.2714 -3.9063 -0.3313 0.01 0.02 0.04 0.336
H 1.2046 -1.4335 1.6837 -0.11 -0.06 0.11 0.410
H -1.8769 1.6617 -0.8992 0.06 0.09 -0.06 0.422
H -3.2869 0.3383 -2.4017 0.02 0.02 -0.13 0.410
```
Positions in Å, forces in eV/Å.


Record 3
Density functional theory data (ωB97M-V with the def2-TZVPD basis set) for a structure of composition C17H20AsN3O4ReS6Se2Te2 in a non-equilibrium geometry.

Properties
- Highest occupied orbital energy (spin up / spin down): -9.935 / -9.935 eV
- F_max: 3.20 eV Å⁻¹
- DFT total energy: -303867.25260 eV
- Net charge: +1
- Frontier orbital gap (spin up / spin down): 2.871 / 2.847 eV

The geometry in XYZ format:
```
56
Properties=species:S:1:pos:R:3:forces:R:3:mulliken_charge:R:1
Re -0.4979 -0.0028 0.2342 0.37 -0.71 0.54 0.448
Se 1.4607 1.1563 -0.5920 -0.39 0.13 -0.07 0.013
Te 1.9296 2.9927 1.0260 -0.27 0.17 0.04 0.095
Te -0.1936 4.5027 0.2209 0.41 -0.03 0.01 0.200
Se -1.9516 2.7362 0.2090 0.10 -0.81 -0.01 0.317
S -2.8095 2.6650 2.2285 0.26 -0.80 0.46 -0.143
As -2.1551 0.4910 2.8052 -1.15 0.62 1.15 0.446
S -2.6591 -0.5439 0.9226 0.42 0.31 -0.30 -0.188
S 0.0476 0.5050 2.4409 -0.19 -0.16 -1.61 -0.052
S -2.8324 -0.3134 4.5648 0.32 0.46 -0.74 -0.239
C 1.0380 -4.4240 -5.5049 -0.05 0.19 0.12 -1.540
C 0.5563 -3.6279 -4.2956 0.04 -0.19 0.09 0.612
C 0.7179 -4.4813 -3.0365 0.37 -0.34 -0.89 -1.081
N 0.4834 -3.7558 -1.7996 -0.01 0.24 0.63 -0.043
C 1.0892 -2.6984 -1.3044 -0.13 -0.08 -0.52 0.421
S 0.4649 -2.1568 0.2512 -0.57 0.88 0.52 -0.345
N 2.1091 -2.0389 -1.8524 0.06 0.15 0.30 0.264
C 3.0869 -2.5315 -2.8055 0.14 -0.20 -0.06 -0.108
O 3.3482 -3.7031 -2.8222 0.01 0.21 0.10 -0.526
C 3.6537 -1.5056 -3.6816 0.26 0.25 -0.42 0.836
C 3.5400 -0.1301 -3.4542 -0.01 -0.19 0.07 0.137
C 4.0776 0.7648 -4.3575 0.01 0.08 0.03 -0.899
C 4.7013 0.3108 -5.5101 0.00 -0.09 0.09 -0.423
C 4.8166 -1.0510 -5.7475 -0.06 0.02 -0.07 -0.712
C 4.3146 -1.9548 -4.8337 -0.13 -0.04 0.32 -0.621
H 0.9915 -3.8137 -6.4025 -0.04 -0.02 -0.08 0.396
H 0.4175 -5.3051 -5.6502 -0.01 -0.10 -0.08 0.427
H 2.0696 -4.7447 -5.3655 0.06 -0.04 -0.01 0.302
H -0.4908 -3.3458 -4.4281 0.02 0.11 0.06 0.379
H 1.1476 -2.7153 -4.2054 -0.12 0.11 -0.09 -0.225
H 1.7359 -4.8853 -3.0211 -0.37 -0.06 0.08 0.324
H 0.0110 -5.3097 -3.0661 0.00 0.05 0.15 0.527
H -0.2387 -4.1392 -1.1967 0.14 0.17 -0.05 0.348
H 2.3583 -1.1657 -1.3890 -0.16 -0.20 -0.10 0.152
H 3.0642 0.2727 -2.5678 0.01 -0.07 -0.11 0.161
H 4.0051 1.8212 -4.1592 -0.03 0.17 -0.03 0.482
H 5.1056 1.0159 -6.2171 0.01 0.12 -0.11 0.434
H 5.2801 -1.4035 -6.6565 0.09 -0.04 -0.01 0.425
H 4.4129 -3.0175 -4.9907 -0.01 -0.11 -0.06 0.486
N -1.4386 -0.2466 -1.8842 0.18 -0.65 1.39 -0.194
C -1.2683 0.8170 -2.8313 0.30 0.89 -0.80 0.001
C -0.0881 0.9096 -3.5598 -0.11 -0.14 0.21 0.729
C 0.0510 1.9020 -4.5172 -0.06 -0.70 0.79 -1.246
C -0.9978 2.7619 -4.7155 0.50 1.42 -1.80 0.054
C -2.1594 2.7281 -3.9865 0.04 -0.55 0.67 -1.204
C -2.2909 1.7418 -3.0179 -0.06 -0.14 0.01 -0.593
S -0.8876 3.9065 -6.1861 -0.74 -1.78 2.55 1.191
O -1.2989 5.1372 -5.5585 -0.09 0.81 -0.55 -0.658
O -1.8588 3.2038 -6.9932 -0.10 0.52 -0.85 -0.640
O 0.4928 3.7845 -6.5659 0.62 0.33 -0.62 -0.664
H -1.1147 -1.1249 -2.2911 -0.16 0.13 0.00 -0.044
H -2.4394 -0.3459 -1.6870 0.31 -0.11 -0.20 0.475
H 0.7130 0.2045 -3.3849 0.14 -0.26 0.00 0.567
H 0.9405 2.0031 -5.1146 0.14 0.01 -0.16 0.734
H -2.9473 3.4345 -4.1831 -0.13 0.13 -0.07 0.464
H -3.2082 1.6571 -2.4518 -0.19 -0.07 0.10 0.542
```
Positions in Å, forces in eV/Å.


Record 4
Density functional theory data (ωB97M-V with the def2-TZVPD basis set) for a structure of composition C17H20AuN4O in a non-equilibrium geometry.

Properties
- Highest occupied orbital energy (spin up / spin down): -11.260 / -10.765 eV
- F_max: 2.61 eV Å⁻¹
- DFT total energy: -29645.67725 eV
- Net charge: +1
- Frontier orbital gap (spin up / spin down): 6.106 / 4.501 eV

The geometry in XYZ format:
```
43
Properties=species:S:1:pos:R:3:forces:R:3:mulliken_charge:R:1
Au 0.3314 0.6152 1.1234 -0.65 -0.97 -2.34 1.104
C 3.1399 1.4272 0.1603 -0.01 0.78 0.14 -0.904
N 2.4252 0.1623 0.3521 -1.33 0.41 0.49 0.146
C 3.1120 -0.6885 1.3279 0.14 -0.33 0.60 -0.907
C 2.1972 -0.5249 -0.8983 -0.61 -0.51 -0.82 0.711
C 3.3206 -0.9261 -1.5984 0.02 -0.27 -0.04 -0.340
C 3.2284 -1.5928 -2.8078 -0.11 0.10 0.18 -0.927
C 1.9654 -1.8553 -3.3124 0.28 0.01 0.19 -1.222
C 0.8354 -1.4640 -2.6301 -0.36 0.22 0.12 -0.383
C 0.8776 -0.7791 -1.3900 1.42 0.03 -0.65 0.611
N -0.1889 -0.3506 -0.6402 0.43 0.07 1.91 -0.619
C -1.5403 -0.4512 -0.8563 -1.50 0.43 0.01 0.616
C -2.1906 -1.0517 -1.9629 0.42 0.11 -0.06 -0.385
C -3.5601 -1.1054 -2.0930 -0.17 0.08 0.30 -1.222
C -4.3889 -0.5614 -1.1251 0.20 0.05 0.10 -0.942
C -3.7995 0.0368 -0.0251 -0.12 -0.25 0.00 -0.359
C -2.4260 0.1003 0.1233 0.08 -0.61 -0.97 0.735
N -1.9332 0.7511 1.3155 1.46 0.03 -0.13 0.147
C -2.3451 0.0485 2.5339 0.05 -0.33 0.62 -0.902
C -2.3170 2.1645 1.3670 0.27 0.74 0.07 -0.897
H 4.1824 1.2651 -0.1201 -0.05 -0.17 -0.02 0.379
H 3.1139 1.9868 1.0923 0.03 0.02 0.06 0.357
H 2.6540 2.0116 -0.6193 -0.02 -0.05 0.01 0.354
H 4.1544 -0.8603 1.0529 -0.04 0.07 -0.13 0.379
H 2.6059 -1.6496 1.4011 -0.02 0.05 -0.04 0.358
H 3.0851 -0.1978 2.2979 0.03 0.04 0.03 0.351
H 4.2954 -0.7121 -1.1877 0.10 0.02 0.02 0.340
H 4.1198 -1.8945 -3.3329 0.08 0.01 -0.08 0.409
H 1.8535 -2.3729 -4.2516 -0.04 -0.06 -0.09 0.444
H -0.0892 -1.7163 -3.1069 0.02 0.07 0.09 0.269
H -1.6437 -1.5006 -2.7664 0.04 0.07 0.09 0.267
H -3.9825 -1.5795 -2.9643 -0.02 -0.07 -0.10 0.444
H -5.4620 -0.5973 -1.2163 -0.10 0.04 -0.04 0.406
H -4.4275 0.4669 0.7401 -0.08 0.04 0.05 0.340
H -3.4137 0.1620 2.7255 0.00 0.07 -0.13 0.377
H -1.7954 0.4610 3.3765 0.00 0.05 0.04 0.351
H -2.1157 -1.0121 2.4442 0.02 0.05 -0.04 0.358
H -3.3854 2.2878 1.5531 -0.01 -0.17 -0.03 0.378
H -2.0670 2.6498 0.4248 0.00 -0.06 0.01 0.354
H -1.7664 2.6460 2.1717 0.01 0.02 0.06 0.356
O 1.4059 2.6100 4.7651 0.36 0.68 1.20 -0.483
C 1.1154 2.0706 3.7803 -0.15 -0.34 -0.48 0.542
N 0.8191 1.5206 2.7763 -0.06 -0.14 -0.19 -0.390
```
Positions in Å, forces in eV/Å.